Below is the molecule C4H6O2S in a non-equilibrium geometry, with properties calculated with ωB97M-V/def2-TZVPD.

## Properties
E_HOMO (spin up / spin down)	-8.686 / -7.885	eV
LUMO (spin up / spin down)	-0.0024 / -0.0294	Ha
gap between HOMO and LUMO (spin up / spin down)	8.6 / 7.1	eV
ΔE to the lowest compared entry with this formula, charge and spin	3.2793	eV
E	-19172.0274	eV

The geometry in ORCA input format:
```
! wB97M-V def2-TZVPD RIJCOSX def2/J DEFGRID3
* xyz 0 1
S -2.62 0.50 -0.47
O -3.13 0.89 0.89
O -1.45 -3.18 0.14
C 0.14 -1.30 -0.07
C 0.03 0.10 0.49
C -1.12 -2.04 0.05
C -0.82 0.92 -0.48
H -0.83 1.94 -0.23
H 1.08 -1.97 0.27
H 0.17 -1.07 -1.19
H -0.36 0.87 -1.58
H 1.01 0.57 0.46
H -0.62 0.13 1.41
*
```